Entry 1:
Entry from OMol25: 5 unconnected molecules or ions with the total composition C2H15NO4 at a distorted geometry (the ωB97M-V functional and the def2-TZVPD basis).

E_HOMO   -9.74 eV
Gap between HOMO and LUMO   10.4 eV
E_LUMO   0.704 eV
F_max   1.49 eV/A
Energy above the lowest of the compared OMol25 structures with the same formula, charge and spin   43.0 kJ/mol
SMILES   CCN.O.O.O.O
Total charge   0
Energy   -440.90759 a.u.

Last column: Mulliken charge in e.
Element x y z (Å)
C: 0.663 1.506 1.832  -0.90
C: 0.968 0.130 1.291  -0.42
N: -0.028 -0.335 0.314  -0.60
H: 1.522 1.896 2.367  0.33
H: -0.187 1.502 2.514  0.25
H: 0.427 2.139 0.980  0.20
H: 0.966 -0.624 2.089  0.30
H: 1.993 0.046 0.901  0.35
H: 0.297 -1.133 -0.217  0.22
H: -0.138 0.352 -0.447  0.21
O: 5.773 -2.635 -2.433  -0.64
H: 5.769 -3.304 -1.736  0.32
H: 5.016 -2.951 -2.941  0.32
O: -3.756 0.509 -1.222  -0.65
H: -3.364 -0.097 -0.569  0.37
H: -4.701 0.348 -1.144  0.30
O: -1.021 1.843 -1.666  -0.66
H: -1.914 1.753 -1.304  0.34
H: -0.695 2.690 -1.348  0.31
O: -2.609 -1.420 0.582  -0.76
H: -3.192 -1.274 1.337  0.35
H: -1.788 -0.941 0.818  0.46



Entry 2:
Entry from OMol25: 5 unconnected molecules or ions with the total composition C2H16NO4 at a distorted geometry (the ωB97M-V functional and the def2-TZVPD basis).

E_HOMO   -15.02 eV
Gap between HOMO and LUMO   12.2 eV
E_LUMO   -2.828 eV
F_max   1.67 eV/A
Energy above the lowest of the compared OMol25 structures with the same formula, charge and spin   50.4 kJ/mol
Total charge   +1
Energy   -441.28822 a.u.

Last column: Mulliken charge in e.
Element x y z (Å)
C: 0.833 0.365 2.585  -0.83
N: 0.215 -0.184 1.368  -0.10
C: 0.948 -1.232 0.581  -0.90
H: 0.227 1.192 2.926  0.30
H: 0.924 -0.438 3.317  0.34
H: 1.807 0.787 2.369  0.36
H: 0.064 0.576 0.692  0.42
H: -0.775 -0.429 1.482  0.41
H: 1.864 -0.767 0.256  0.34
H: 0.255 -1.539 -0.182  0.29
H: 1.175 -2.067 1.241  0.41
H: -2.661 -1.033 -0.814  0.30
H: -2.177 0.080 -1.879  0.31
O: -2.554 -0.095 -1.015  -0.64
H: -2.436 2.025 1.698  0.29
H: -2.224 1.276 0.311  0.33
O: -1.815 1.534 1.148  -0.62
H: 0.231 1.756 -1.634  0.26
H: 0.762 0.305 -1.875  0.27
O: 0.185 0.844 -1.315  -0.55
H: 3.062 -0.940 -2.042  0.32
H: 2.359 -2.120 -2.701  0.31
O: 2.224 -1.205 -2.435  -0.63



Entry 3:
Entry from OMol25: 5 unconnected molecules or ions with the total composition C2H16NO4S at a distorted geometry (the ωB97M-V functional and the def2-TZVPD basis).

E_HOMO   -12.36 eV
Gap between HOMO and LUMO   9.4 eV
E_LUMO   -2.920 eV
F_max   1.94 eV/A
Energy above the lowest of the compared OMol25 structures with the same formula, charge and spin   13.7 kJ/mol
Total charge   +1
Energy   -839.46335 a.u.

Last column: Mulliken charge in e.
Element x y z (Å)
C: 0.420 0.469 -0.567  -0.47
C: -0.268 1.755 -0.098  -0.56
S: 0.910 3.143 -0.284  -0.19
N: -0.725 -0.601 -0.625  -0.28
H: 1.201 0.073 0.074  0.35
H: 0.765 0.517 -1.592  0.34
H: -0.422 1.645 0.974  0.34
H: -1.138 1.934 -0.709  0.26
H: 0.136 3.854 -1.116  0.16
H: -0.420 -1.531 -0.319  0.32
H: -1.051 -0.544 -1.581  0.36
H: -1.469 -0.352 0.027  0.36
H: -2.638 -2.605 1.295  0.33
H: -1.598 -2.199 2.343  0.32
O: -2.038 -1.885 1.546  -0.65
H: 4.647 -1.766 -0.252  0.31
H: 4.621 -0.769 1.007  0.31
O: 4.131 -1.414 0.478  -0.64
H: -3.606 2.634 -1.669  0.31
H: -4.030 3.614 -0.565  0.31
O: -3.348 2.972 -0.803  -0.62
H: 2.606 -2.498 0.894  0.35
H: 1.652 -3.698 0.688  0.32
O: 1.662 -2.748 0.852  -0.63



Entry 4:
Entry from OMol25: 5 unconnected molecules or ions with the total composition C2H16NO4S at a distorted geometry (the ωB97M-V functional and the def2-TZVPD basis).

E_HOMO (spin up / spin down)   -14.93 / -14.93 eV
Gap between HOMO and LUMO (spin up / spin down)   7.5 / 2.0 eV
E_LUMO (spin up / spin down)   -7.467 / -12.894 eV
Multiplicity   2
F_max   1.76 eV/A
Energy above the lowest of the compared OMol25 structures with the same formula, charge and spin   67.1 kJ/mol
Total charge   +2
Energy   -838.97684 a.u.

Last column: Mulliken charge in e.
Element x y z (Å)
C: -0.525 -1.239 -0.547  -0.71
C: -1.817 -0.905 0.202  -0.65
S: -1.954 -1.833 1.766  0.32
N: 0.745 -0.676 0.030  -0.22
H: -0.659 -0.719 -1.498  0.30
H: -0.392 -2.281 -0.835  0.55
H: -2.609 -1.166 -0.498  0.41
H: -2.060 0.111 0.516  0.49
H: -1.947 -3.106 1.269  0.32
H: 0.597 0.055 0.736  0.36
H: 1.305 -0.054 -0.606  0.37
H: 1.388 -1.418 0.301  0.38
H: 1.934 1.222 3.266  0.33
H: 1.908 -0.256 2.890  0.31
O: 1.894 0.630 2.519  -0.62
H: 0.112 6.910 -2.056  0.33
H: -0.437 7.382 -0.665  0.33
O: 0.330 7.047 -1.132  -0.65
H: -2.372 -5.044 -0.948  0.34
H: -2.500 -3.558 -1.368  0.32
O: -1.871 -4.269 -1.222  -0.62
H: 3.006 1.526 -0.098  0.33
H: 3.337 0.644 -1.234  0.35
O: 2.588 0.997 -0.788  -0.68



Entry 5:
Entry from OMol25: 6 unconnected molecules or ions with the total composition C2H16NO5 at a distorted geometry (the ωB97M-V functional and the def2-TZVPD basis).

E_HOMO   -14.06 eV
Gap between HOMO and LUMO   11.2 eV
E_LUMO   -2.855 eV
F_max   1.98 eV/A
Energy above the lowest of the compared OMol25 structures with the same formula, charge and spin   96.9 kJ/mol
Total charge   +1
Energy   -516.49642 a.u.

Last column: Mulliken charge in e.
Element x y z (Å)
C: -0.679 -0.372 -0.448  -0.11
C: -1.654 -0.510 -1.312  -0.95
N: 0.301 0.728 -0.539  -0.05
H: -0.391 -0.988 0.395  0.72
H: -2.235 -1.420 -1.275  0.27
H: -1.797 0.189 -2.124  0.25
H: 0.260 1.294 0.318  0.34
H: 1.311 0.564 -0.585  0.44
H: 0.151 1.392 -1.329  0.13
H: 1.001 -3.378 -1.896  0.32
H: 1.116 -2.375 -0.758  0.31
O: 1.281 -2.480 -1.697  -0.63
H: 2.704 -0.470 1.668  0.32
H: 1.617 0.090 2.527  0.29
O: 1.742 -0.432 1.724  -0.59
H: -0.866 -3.738 1.739  0.31
H: -0.745 -2.705 2.837  0.30
O: -0.982 -2.793 1.914  -0.61
H: 0.182 3.487 2.585  0.33
H: -1.001 2.524 2.701  0.33
O: -0.392 2.921 2.063  -0.66
H: -0.159 2.176 -3.239  0.33
H: -0.378 3.596 -2.815  0.31
O: -0.389 2.701 -2.452  -0.70



Entry 6:
Entry from OMol25: a molecular structure, C2H17HfO7 at a distorted geometry (the ωB97M-V functional and the def2-TZVPD basis).

E_HOMO   -18.78 eV
Gap between HOMO and LUMO   2.1 eV
E_LUMO   -16.631 eV
F_max   10.66 eV/A
Total charge   +3
Energy   -659.66099 a.u.

Last column: Mulliken charge in e.
Element x y z (Å)
Hf: 0.776 1.537 -3.044  2.10
C: -1.010 0.118 0.518  -0.85
C: 0.140 1.103 0.498  -0.25
O: 0.350 1.690 -0.774  -0.36
H: -1.067 -0.302 1.524  0.37
H: -0.899 -0.735 -0.152  0.29
H: -1.982 0.597 0.390  0.29
H: 1.008 0.524 0.841  0.17
H: -0.113 1.822 1.282  0.40
O: 2.012 -2.119 -0.045  -0.70
H: 2.055 -1.683 0.816  0.36
H: 2.913 -2.442 -0.198  0.36
O: 1.592 -0.558 -2.162  -0.39
H: 2.018 -1.272 -2.670  0.35
H: 1.610 -0.878 -1.211  0.40
O: -1.073 0.082 -2.608  -0.38
H: -1.127 -0.886 -2.514  0.37
H: -1.973 0.405 -2.427  0.35
O: -2.106 -3.131 1.750  -0.60
H: -1.582 -2.329 1.792  0.30
H: -2.962 -2.852 1.403  0.33
O: -2.843 2.883 -0.514  -0.54
H: -1.922 2.788 -0.250  0.29
H: -3.092 2.026 -0.872  0.30
O: 3.252 1.553 2.793  -0.60
H: 3.564 0.684 2.517  0.31
H: 2.461 1.374 3.316  0.34



Entry 7:
Entry from OMol25: 5 unconnected molecules or ions with the total composition C2H17N2O4 at a distorted geometry (the ωB97M-V functional and the def2-TZVPD basis).

E_HOMO   -12.95 eV
Gap between HOMO and LUMO   10.1 eV
E_LUMO   -2.831 eV
F_max   2.55 eV/A
Energy above the lowest of the compared OMol25 structures with the same formula, charge and spin   68.5 kJ/mol
Total charge   +1
Energy   -496.62990 a.u.

Last column: Mulliken charge in e.
Element x y z (Å)
N: 1.403 -0.601 -0.887  -0.08
C: 1.610 0.726 -0.233  -0.42
C: 1.356 0.648 1.273  -0.42
N: 0.699 1.922 1.714  -0.56
H: 1.600 -1.383 -0.223  0.37
H: 0.381 -0.783 -0.897  0.15
H: 1.858 -0.724 -1.784  0.37
H: 2.645 1.003 -0.337  0.32
H: 0.884 1.443 -0.654  0.21
H: 0.693 -0.172 1.541  0.28
H: 2.124 0.387 2.037  0.39
H: 1.400 2.527 2.111  0.23
H: -0.081 1.731 2.320  0.22
H: -1.012 -0.431 -2.850  0.28
H: -1.501 0.679 -1.783  0.37
O: -1.154 -0.235 -1.925  -0.70
H: -2.979 1.702 -0.361  0.29
H: -1.775 2.732 -0.379  0.30
O: -2.106 1.882 -0.697  -0.62
H: 0.967 -3.072 1.242  0.27
H: -0.607 -2.625 0.598  0.36
O: 0.362 -2.565 0.688  -0.66
H: -2.901 -1.969 0.069  0.32
H: -1.871 -1.163 -0.714  0.40
O: -1.996 -1.659 0.131  -0.68



Entry 8:
Entry from OMol25: 6 unconnected molecules or ions with the total composition C2H17NO5 at a distorted geometry (the ωB97M-V functional and the def2-TZVPD basis).

E_HOMO   -9.15 eV
Gap between HOMO and LUMO   9.3 eV
E_LUMO   0.183 eV
F_max   1.58 eV/A
Energy above the lowest of the compared OMol25 structures with the same formula, charge and spin   148.3 kJ/mol
SMILES   CCN.O.O.O.O.O
Total charge   0
Energy   -517.32526 a.u.

Last column: Mulliken charge in e.
Element x y z (Å)
C: -0.972 -0.671 2.857  -1.07
C: -1.558 -1.085 1.501  -0.51
N: -0.855 -0.549 0.352  -0.20
H: 0.104 -0.766 3.119  0.29
H: -1.100 0.418 2.947  0.28
H: -1.274 -1.248 3.739  0.35
H: -1.631 -2.176 1.498  0.42
H: -2.608 -0.763 1.443  0.24
H: -0.110 -1.147 0.029  0.24
H: -0.619 0.426 0.410  0.04
O: 1.552 -1.229 -1.147  -0.68
H: 1.051 -0.973 -1.927  0.33
H: 2.489 -1.141 -1.278  0.29
O: 2.853 0.574 1.063  -0.64
H: 2.120 0.153 0.589  0.37
H: 3.584 -0.032 1.031  0.28
O: 0.708 2.732 -0.507  -0.65
H: 1.496 3.186 -0.215  0.36
H: 0.695 2.058 0.174  0.22
O: 0.046 0.711 -2.716  -0.65
H: 0.378 1.296 -2.043  0.41
H: 0.209 1.002 -3.604  0.27
O: -2.547 -0.297 -2.653  -0.69
H: -2.244 -0.744 -1.865  0.32
H: -1.766 0.267 -2.795  0.39



Entry 9:
Entry from OMol25: 6 unconnected molecules or ions with the total composition C2H18N3O5 at a distorted geometry (the ωB97M-V functional and the def2-TZVPD basis).

E_HOMO   -13.90 eV
Gap between HOMO and LUMO   11.1 eV
E_LUMO   -2.768 eV
F_max   14.00 eV/A
Total charge   +1
Energy   -627.18060 a.u.

Last column: Mulliken charge in e.
Element x y z (Å)
C: 1.555 -1.365 -2.282  -0.96
N: 0.998 0.065 -2.436  -0.26
C: 0.054 0.426 -1.427  0.62
N: -0.877 1.377 -1.773  -0.28
N: -0.103 -0.153 -0.238  -0.06
H: 0.800 -2.211 -2.132  0.32
H: 2.368 -1.361 -1.566  0.34
H: 1.883 -1.693 -3.185  0.38
H: 1.586 0.650 -2.685  0.23
H: -1.040 1.717 -2.609  0.16
H: -1.520 1.740 -1.136  0.11
H: -1.039 -0.192 0.194  0.31
H: 0.475 -0.868 0.122  0.18
H: 2.335 2.275 -0.212  0.32
H: 0.957 3.064 -0.100  0.30
O: 1.527 2.667 -0.741  -0.65
H: -1.442 -0.539 4.435  0.33
H: -2.856 -0.466 3.704  0.31
O: -1.935 -0.531 3.540  -0.61
H: -1.456 2.922 0.871  0.33
H: -0.827 1.684 1.353  0.26
O: -0.613 2.462 0.914  -0.60
H: -3.277 -1.904 0.971  0.35
H: -1.883 -1.846 1.391  0.28
O: -2.314 -1.714 0.578  -0.71
H: 2.780 -2.512 1.048  0.29
H: 1.815 -1.694 2.116  0.28
O: 2.047 -2.001 1.285  -0.59



Entry 10:
Entry from OMol25: a molecular structure, C2H20CsF6O8P at a distorted geometry (the ωB97M-V functional and the def2-TZVPD basis).

E_HOMO   -10.43 eV
Gap between HOMO and LUMO   9.4 eV
E_LUMO   -1.007 eV
F_max   2.10 eV/A
Total charge   0
Energy   -1651.04874 a.u.

Last column: Mulliken charge in e.
Element x y z (Å)
Cs: -4.595 -0.511 -0.052  1.03
P: -0.840 -0.321 -0.856  1.36
F: 0.331 0.591 -0.257  -0.27
F: -0.085 -1.624 -0.352  -0.29
F: -1.730 -0.266 0.547  -0.38
F: -2.011 -1.153 -1.576  -0.43
F: -1.572 1.068 -1.459  -0.47
F: 0.053 -0.322 -2.251  -0.38
C: 0.874 2.275 2.583  -0.89
C: 2.063 1.373 2.788  -0.24
O: 1.739 0.074 2.253  -0.59
H: 0.600 2.383 1.533  0.19
H: 0.985 3.250 3.057  0.40
H: 0.017 1.934 3.164  0.24
H: 2.203 1.327 3.868  0.29
H: 2.925 1.801 2.275  0.28
H: 1.516 0.196 1.327  0.30
O: 1.795 -4.005 0.514  -0.64
H: 1.728 -3.401 -0.226  0.30
H: 2.101 -3.461 1.240  0.32
O: -0.851 -0.724 3.373  -0.65
H: -0.017 -0.473 2.975  0.36
H: -1.507 -0.218 2.893  0.27
O: -2.416 -3.510 -0.062  -0.58
H: -2.461 -2.712 -0.589  0.21
H: -2.407 -4.221 -0.703  0.31
O: 3.359 1.529 -2.478  -0.65
H: 3.676 1.925 -1.666  0.32
H: 2.820 0.792 -2.191  0.31
O: -3.726 2.708 -0.522  -0.63
H: -3.024 3.354 -0.440  0.31
H: -3.449 2.143 -1.243  0.30
O: -0.152 -3.028 -2.970  -0.66
H: 0.053 -2.652 -3.826  0.32
H: 0.013 -2.319 -2.349  0.36
O: 0.503 2.420 -2.813  -0.67
H: 0.139 1.656 -2.366  0.31
H: 1.350 2.121 -3.146  0.35